A 8-piece molecular cluster, C42H107N7O15 overall. Source: OMol25; level of theory: ωB97M-V/def2-TZVPD.

Computed properties:
* total charge: 0
* energy relative to the best compared isomer or geometry (same formula, charge and spin): 72.33 kcal/mol
* electronic energy: -86419.079 eV
* LUMO level: 0.02115 Eh
* SMILES: COCCNCCOC.COCCNCCOC.COCCNCCOC.COCCNCCOC.COCCNCCOC.COCCNCCOC.COCCNCCOC.O
* HOMO-LUMO gap: 8.538 eV

The geometry in XYZ format:
```
171
Properties=species:S:1:pos:R:3:forces:R:3
C 6.7690 -2.0984 4.8120 0.484 0.904 -1.235
O 5.4754 -2.5665 4.5664 -0.323 -0.432 -0.050
C 4.6418 -2.4722 5.6962 -1.530 -0.826 -0.082
C 3.1863 -2.9126 5.3042 1.633 1.005 -0.285
N 2.6994 -1.8872 4.4068 -0.700 0.282 0.623
C 1.4366 -2.1714 3.7199 0.629 0.757 -1.725
C 1.7052 -2.8384 2.3519 -0.314 -0.946 0.917
O 2.0621 -1.8888 1.3509 0.030 -1.015 -0.081
C 2.9379 -2.4210 0.3492 1.491 0.356 1.182
H 6.7818 -1.0085 4.8074 -0.162 0.345 0.695
H 7.3483 -2.2817 3.9071 0.143 -0.629 0.126
H 7.2772 -2.4887 5.6937 -0.227 -0.217 0.087
H 4.5861 -1.4370 6.0327 0.172 0.054 0.383
H 4.9868 -3.1817 6.4483 0.233 0.263 0.423
H 2.5606 -2.9559 6.1957 0.049 -0.336 -0.034
H 3.3113 -3.8585 4.7772 -0.311 -0.601 0.306
H 3.4721 -1.7220 3.7777 -0.318 0.271 -0.586
H 0.9458 -1.2396 3.4389 -0.043 0.406 0.288
H 0.6873 -2.6912 4.3170 0.455 -0.349 0.143
H 0.8710 -3.4678 2.0420 -0.331 0.210 -0.277
H 2.5152 -3.5435 2.5382 0.444 -0.032 -0.318
H 3.8490 -2.7433 0.8535 0.250 -0.139 0.357
H 3.3040 -1.5734 -0.2303 -0.656 -0.188 -0.522
H 2.6639 -3.3244 -0.1955 -0.966 0.400 -0.259
C -1.1248 1.8234 2.2300 -0.232 0.922 0.585
O -2.1845 1.5993 3.1482 0.211 0.195 0.147
C -3.2805 0.8764 2.6781 -0.018 -1.536 0.439
C -4.1905 0.4886 3.8503 -1.618 -1.325 0.581
N -4.9970 -0.7294 3.5494 0.392 -0.813 -1.408
C -6.0587 -0.6047 2.5576 0.291 -0.262 -0.658
C -6.7649 -2.0377 2.2298 1.993 3.631 0.917
O -7.3675 -2.2430 3.4799 -0.577 -0.134 -0.644
C -7.4544 -3.5863 3.8098 -0.230 -0.405 0.356
H -1.4656 2.4168 1.3816 -0.081 0.063 -0.066
H -0.5746 0.9725 1.8283 -0.340 -0.508 0.230
H -0.4427 2.4206 2.8351 0.266 0.000 -0.347
H -2.9331 -0.0998 2.3399 0.127 -0.240 -0.421
H -3.7921 1.3279 1.8281 -0.103 0.450 0.065
H -4.8893 1.2471 4.2030 0.127 0.738 -0.241
H -3.6501 0.1710 4.7420 0.649 0.377 -0.242
H -5.3824 -1.2823 4.3015 0.450 0.594 0.556
H -5.6469 -0.0919 1.6883 0.077 -0.436 -0.383
H -6.7559 0.1317 2.9571 -1.022 -0.251 -0.156
H -5.9779 -2.7512 1.9857 0.159 -0.237 0.321
H -7.4076 -1.9648 1.3525 -0.612 0.000 0.258
H -8.0614 -3.6281 4.7142 0.165 -0.344 0.033
H -6.4463 -3.9700 3.9664 0.081 -0.359 0.258
H -7.9244 -4.1718 3.0196 -0.192 -0.151 -0.084
C 4.3561 1.4486 -0.7098 -0.277 1.658 -1.269
O 5.5894 2.1413 -0.8951 1.424 -0.180 -0.205
C 5.8243 2.8004 -2.1690 0.209 -0.518 -0.273
C 7.3184 2.9169 -2.6309 0.065 -0.133 0.382
N 7.8437 1.8008 -3.4207 -1.519 -0.208 -0.182
C 7.9623 0.5655 -2.6702 2.008 0.245 -0.815
C 8.8892 -0.4561 -3.4040 -0.135 0.242 0.418
O 10.1569 0.1388 -3.7155 -0.294 0.343 -0.207
C 11.2290 -0.6839 -4.1652 -0.484 -0.865 1.187
H 3.5940 2.2039 -0.9019 -0.638 -0.144 0.027
H 4.1776 1.1063 0.3095 0.727 -0.076 -0.091
H 4.2121 0.6753 -1.4644 0.106 -0.383 0.143
H 5.4080 3.8075 -2.1445 -0.077 0.182 0.281
H 5.3273 2.2952 -2.9972 -0.336 -0.370 0.058
H 7.9351 3.1296 -1.7576 0.143 -0.227 0.551
H 7.4540 3.8191 -3.2275 -0.485 0.025 -0.203
H 8.7056 1.9948 -3.9101 0.012 0.252 0.252
H 7.0057 0.1060 -2.4216 -0.005 0.047 -0.098
H 8.5062 0.8377 -1.7656 -0.123 -0.445 0.707
H 8.4316 -0.8662 -4.3043 -0.111 0.083 -0.188
H 8.9998 -1.2627 -2.6793 0.309 -0.356 -0.031
H 12.1407 -0.0879 -4.2055 -0.319 0.114 -0.334
H 11.0661 -1.3091 -5.0430 -0.368 0.743 -0.727
H 11.4124 -1.4767 -3.4400 0.142 0.010 0.636
C 1.6137 0.6443 -3.2458 -0.378 0.283 1.664
O 0.6621 1.5005 -3.8173 -0.251 0.516 -0.486
C 0.9756 2.8898 -3.8629 -0.869 0.110 -0.164
C -0.1452 3.6546 -4.6387 0.554 -0.675 0.959
N -0.1681 3.1471 -5.9836 -0.030 1.026 -0.927
C -1.0617 3.8433 -6.9234 1.290 -0.720 -0.151
C -2.5183 3.5087 -6.8192 -1.095 0.499 -0.199
O -3.1846 4.4060 -5.9374 0.721 0.038 -0.015
C -4.5541 4.2694 -5.6977 -0.247 -0.528 0.574
H 1.0969 -0.3114 -3.1583 0.631 -0.358 -0.701
H 1.8054 0.8634 -2.1954 -0.356 0.534 0.479
H 2.6385 0.6865 -3.6147 -0.152 -0.359 -1.146
H 1.9277 3.0092 -4.3802 0.103 0.210 -0.259
H 1.0966 3.3157 -2.8669 -0.091 -0.101 0.326
H 0.0408 4.7232 -4.5306 0.660 0.099 -0.720
H -1.1395 3.6305 -4.1927 -0.174 -0.741 0.665
H -0.3799 2.1596 -5.9979 0.074 -0.080 0.235
H -0.7298 3.5165 -7.9088 -0.106 -0.165 -0.229
H -0.8280 4.9078 -6.9403 -0.362 0.119 0.401
H -2.6279 2.4576 -6.5524 -0.083 -0.205 0.590
H -2.9728 3.5543 -7.8089 -0.197 0.328 -0.311
H -4.7946 4.9769 -4.9041 -0.078 0.205 -0.259
H -4.8242 3.2965 -5.2871 0.207 -0.430 0.056
H -5.2160 4.4039 -6.5533 0.211 0.353 -0.384
C -1.6849 -7.0910 7.1435 1.156 -1.446 -0.798
O -2.6379 -6.5202 6.3208 -1.757 0.332 -1.227
C -3.2914 -7.4651 5.3896 -0.250 0.631 1.320
C -3.9859 -6.7142 4.2354 1.047 -0.910 1.157
N -2.9320 -6.1349 3.4398 -1.416 0.002 -1.942
C -3.5768 -5.4389 2.2833 2.136 1.250 0.665
C -2.5486 -4.6028 1.4694 -0.754 -0.195 -0.678
O -1.9794 -3.4724 2.0915 -0.397 0.741 0.387
C -1.6075 -2.4587 1.1420 1.401 -1.569 -0.024
H -2.0155 -8.0049 7.6372 -0.430 0.032 0.418
H -1.1995 -6.4321 7.8634 -0.629 0.411 -0.141
H -0.9038 -7.4439 6.4702 0.664 -0.159 0.092
H -3.9900 -8.0759 5.9614 -0.397 0.187 0.235
H -2.5784 -8.2065 5.0289 0.419 0.367 -0.416
H -4.7591 -6.0081 4.5381 0.129 0.449 0.666
H -4.5851 -7.4344 3.6782 0.402 -0.371 -0.358
H -2.3738 -5.5180 4.0124 -0.112 0.373 -0.099
H -4.3711 -4.7725 2.6198 -0.139 0.351 0.207
H -4.0682 -6.1036 1.5728 0.348 -0.543 0.183
H -3.0953 -4.2537 0.5934 -0.249 0.053 -0.287
H -1.7477 -5.2238 1.0681 0.148 -0.400 0.151
H -2.4069 -2.1047 0.4912 -0.238 0.382 0.636
H -0.8771 -2.8997 0.4636 0.038 -0.467 -0.577
H -0.9278 -1.7464 1.6098 -0.981 0.558 0.439
C 2.4822 2.2336 3.6635 0.533 -0.051 -0.365
O 2.1162 2.5929 2.3362 0.242 -0.029 -0.163
C 1.9873 4.0148 2.2083 -0.391 -0.341 0.206
C 1.9379 4.3981 0.7170 0.136 -0.707 1.121
N 1.3472 5.6847 0.4383 0.029 0.450 0.082
C 1.0732 5.8480 -0.9921 0.349 1.383 0.296
C 2.3268 6.0009 -1.8664 0.039 -0.429 -0.153
O 1.9305 5.8485 -3.1984 -0.977 -0.074 -0.680
C 2.9712 6.0647 -4.1151 0.298 -0.392 0.458
H 1.7317 2.4861 4.4126 -0.155 0.324 -0.047
H 3.4339 2.7253 3.8648 0.038 0.128 0.479
H 2.6607 1.1620 3.7519 -0.179 -0.084 -0.401
H 2.8426 4.5182 2.6589 0.175 -0.013 0.180
H 1.1194 4.2561 2.8220 -0.400 0.592 -0.280
H 1.3630 3.6313 0.1977 0.352 -0.590 -0.272
H 3.0047 4.3948 0.4932 -0.166 -0.142 -0.887
H 0.4088 5.6394 0.8090 -0.070 0.267 0.628
H 0.5718 6.8081 -1.1136 -0.219 0.093 0.157
H 0.3048 5.1229 -1.2602 0.541 -0.582 -0.959
H 3.1452 5.3289 -1.6079 -0.064 -0.729 0.054
H 2.8237 6.9692 -1.8074 -0.397 0.546 0.662
H 2.6182 6.1206 -5.1449 -0.324 -0.029 0.227
H 3.6423 5.2114 -4.0181 0.496 0.002 -0.273
H 3.5021 6.9806 -3.8553 0.197 0.188 -0.132
C -1.4576 1.9089 -1.2180 0.158 -1.238 -1.530
O -2.6608 1.2733 -0.8039 -0.212 1.411 1.960
C -3.0800 0.2023 -1.5865 -0.547 -0.211 0.310
C -4.3722 -0.5031 -1.0127 -0.092 -0.340 -1.518
N -5.1480 -1.1089 -2.1321 1.328 0.378 -0.122
C -6.5080 -1.5426 -1.8903 0.912 0.521 -1.393
C -7.2012 -1.7095 -3.2697 -0.430 1.569 0.675
O -7.2716 -0.4146 -4.0099 -1.322 -1.180 -0.150
C -8.3537 -0.4865 -5.0317 0.671 -0.605 1.496
H -1.1620 2.8455 -0.7452 -0.746 -0.233 0.624
H -1.5234 2.1262 -2.2841 -0.111 0.183 -0.290
H -0.6347 1.1973 -1.1503 0.288 0.024 0.321
H -2.2816 -0.5395 -1.6040 0.128 -0.254 -0.435
H -3.2439 0.6348 -2.5735 -0.267 -0.547 -0.546
H -5.0552 0.1610 -0.4831 0.441 0.384 0.447
H -4.0596 -1.3536 -0.4068 -0.103 0.344 0.526
H -5.1301 -0.4621 -2.9077 -0.203 0.092 -0.081
H -7.0589 -0.8225 -1.2853 -0.368 0.156 0.131
H -6.4860 -2.5002 -1.3701 -0.234 -0.169 -0.010
H -8.1999 -2.0124 -2.9552 -0.354 -0.191 -0.675
H -6.7171 -2.4407 -3.9171 0.016 -0.098 0.152
H -8.3190 -1.4959 -5.4415 0.186 0.225 -0.706
H -8.3293 0.3319 -5.7513 0.822 -0.241 0.005
H -9.3572 -0.4167 -4.6118 0.019 0.083 0.711
O 1.4535 0.4395 0.2769 -0.214 0.549 -0.724
H 1.8911 0.9827 0.9324 0.034 0.480 0.361
H 1.5052 -0.4493 0.6285 -0.066 -0.450 0.328
```
Positions in Å, forces in eV/Å.

Atom charges from the Löwdin analysis, given in e for atoms 1 to 8: number 1, C, carries -0.123; number 2, O, carries -0.199; number 3, C, carries -0.220; number 4, C, carries -0.197; number 5, N, carries -0.076; number 6, C, carries -0.162; number 7, C, carries -0.200; number 8, O, carries -0.230

=====

A 2-piece molecular cluster, C16H26ClF2N2O10P4S2 overall. Source: OMol25; level of theory: ωB97M-V/def2-TZVPD.

Computed properties:
* total charge: -1
* energy relative to the best compared isomer or geometry (same formula, charge and spin): 352.88 kcal/mol
* electronic energy: -117238.683 eV
* LUMO level: 0.04996 Eh
* HOMO-LUMO gap: 7.538 eV

The geometry in XYZ format:
```
63
Properties=species:S:1:pos:R:3:forces:R:3
O 1.7918 0.8992 1.3839 -0.415 -0.005 -4.012
P 1.6057 0.8900 -0.1954 1.888 1.243 4.097
P -0.2213 -0.2133 -0.6552 -2.339 -1.834 3.739
C 0.8448 -1.8429 -0.7166 5.972 -2.222 -5.035
O 1.7831 -2.0459 -1.6576 -5.256 1.117 5.714
N 0.6369 -2.9507 0.2955 -0.629 -2.008 -3.444
C -0.0366 -4.1716 -0.3256 -2.210 -4.250 5.179
O -0.5519 -5.0620 0.5663 3.432 5.725 -6.914
F -0.1941 -4.4017 -1.7874 0.553 1.290 4.691
S -0.0772 0.0080 -2.8232 3.228 -2.527 -8.156
O 1.3221 0.5027 -3.2826 -4.911 -0.867 2.001
O -0.4850 -1.3291 -3.5547 0.725 5.165 3.066
F -1.2134 1.1938 -3.4247 1.491 -1.661 1.129
O -1.2217 1.2494 -0.5303 -0.765 -2.113 1.252
C -2.5018 0.6781 0.0059 0.202 -0.388 -3.041
P -3.5272 2.2398 0.4019 0.712 2.774 -0.123
O -3.3620 3.2681 -1.0314 -1.086 -3.915 0.335
Cl -5.6119 1.8517 0.5283 1.060 -0.384 -0.654
C -2.0414 -0.3393 1.2070 1.685 -0.588 -0.658
C -2.7275 -1.8219 1.3464 -1.174 -0.065 0.850
C -4.2912 -1.9136 0.8614 -4.676 -1.200 3.590
O -5.2366 -2.1488 1.8125 5.616 1.490 -5.740
C -4.8422 -1.7968 -0.6830 -0.212 0.337 -2.272
C -3.8410 -2.2348 -1.9414 -3.760 1.602 -1.149
C -4.3956 -2.0729 -3.5096 -2.234 1.144 3.937
C -5.9073 -1.4677 -3.7190 1.270 -0.475 2.938
C -6.8978 -1.0403 -2.4548 3.684 -1.291 1.425
C -6.3654 -1.2037 -0.8889 2.880 -1.269 -3.952
P -1.9223 0.7902 2.7720 -0.344 -0.941 0.839
S -3.6219 0.8426 3.7451 0.186 0.192 -0.270
O -0.6001 -0.7062 1.0055 -1.653 2.349 -1.243
H 1.4581 2.2240 -0.7200 0.103 -0.727 -0.016
H 2.7335 0.2897 -0.8616 -0.937 0.402 0.125
H -1.2918 -1.1206 -0.9906 -0.017 0.734 -0.578
H 1.5603 -3.2665 0.7083 -1.411 0.391 -0.708
H -2.9801 0.2600 -0.9769 0.522 -0.210 2.151
H -3.5844 2.6933 -1.8437 0.592 1.341 1.424
H -2.0885 -2.6651 0.8228 -1.178 2.117 0.782
H -2.7216 -2.0966 2.5045 -0.289 0.590 -2.537
H -2.7326 -2.6445 -1.7753 -2.791 1.019 -0.301
H -3.6592 -2.3720 -4.3964 -1.970 0.826 2.123
H -6.2971 -1.3374 -4.8364 0.871 -0.272 2.794
H -7.9816 -0.5790 -2.6073 2.694 -1.169 0.117
H -6.9866 -0.9046 0.0597 1.391 -0.684 -2.190
H -1.4235 2.1149 2.4033 -0.035 -1.368 -0.106
H -0.9079 0.1693 3.6222 -0.427 0.558 -1.167
C 5.9420 0.3573 1.5161 0.125 -0.485 0.090
C 6.0653 1.5076 0.5223 -0.215 0.149 0.266
C 6.7389 2.7717 1.1036 -0.250 0.111 -0.168
O 5.9171 3.5295 1.9942 0.515 -0.315 -0.124
C 5.8035 2.9764 3.2964 -0.446 0.274 -0.018
N 4.7350 1.8093 -0.0228 0.164 0.540 0.009
H 5.1158 0.4833 2.2192 0.053 0.103 -0.144
H 5.7556 -0.5869 0.9866 0.002 0.275 0.051
H 6.8676 0.2307 2.0918 -0.118 0.044 -0.071
H 6.6982 1.1517 -0.3015 -0.027 0.188 0.053
H 6.9636 3.4451 0.2701 -0.128 0.034 0.071
H 7.7001 2.5367 1.5744 -0.011 -0.137 0.172
H 6.7360 2.5171 3.6349 0.013 -0.090 -0.079
H 4.9805 2.2591 3.3287 0.163 -0.135 0.131
H 5.5459 3.7845 3.9872 0.102 0.019 -0.168
H 4.8349 2.5005 -0.7672 -0.007 -0.202 0.012
H 4.2132 2.3110 0.7030 0.027 -0.347 -0.118
```
Positions in Å, forces in eV/Å.

Atom charges from the Löwdin analysis, given in e for atoms 1 to 8: number 1, O, carries -0.543; number 2, P, carries 0.689; number 3, P, carries 0.434; number 4, C, carries -0.379; number 5, O, carries -0.065; number 6, N, carries 0.086; number 7, C, carries -0.202; number 8, O, carries -0.032